Record 1
This record from the Open Molecules 2025 dataset describes a 13-piece molecular cluster, C46H128Cl10N12O20P8 overall in a non-equilibrium geometry. The level of theory is the ωB97M-V functional and the def2-TZVPD basis.

CARTESIAN COORDINATES (ANGSTROEM)
Cl  1.48421  4.45110  4.89820
C  -0.01741  4.60167  3.97839
C  0.20274  5.36933  2.69000
Cl  1.12129  4.54071  1.40178
H  -0.76813  5.00999  4.64632
H  -0.31955  3.56878  3.76950
H  0.78474  6.27731  2.91319
H  -0.77703  5.77365  2.32365
Cl  0.39120  0.89496  5.24671
C  0.59637  -0.09707  6.64054
C  -0.42025  -1.18306  6.88979
Cl  -0.59457  -2.36621  5.53956
H  0.56556  0.53149  7.53950
H  1.62691  -0.47889  6.54480
H  -1.39957  -0.76997  7.06309
H  -0.14153  -1.82822  7.73268
Cl  -3.11130  3.31891  4.95598
C  -3.31978  3.88105  6.56898
C  -4.80330  3.91438  6.94556
Cl  -5.66542  2.35882  6.71112
H  -3.04590  4.90869  6.62130
H  -2.66697  3.25205  7.15670
H  -5.27694  4.64132  6.29337
H  -4.98489  4.22487  7.95938
Cl  -2.83998  -4.30753  3.05756
C  -3.58457  -4.85677  1.51562
C  -4.20062  -3.77413  0.74275
Cl  -5.52057  -2.93477  1.73538
H  -4.28848  -5.62460  1.90920
H  -2.81656  -5.32243  0.89730
H  -4.77226  -4.16444  -0.13587
H  -3.53457  -2.92907  0.46593
Cl  -5.74860  1.77382  -0.35230
C  -5.56301  0.04603  -0.67719
C  -6.02442  -0.12254  -2.16759
Cl  -6.11960  -1.78468  -2.67459
H  -6.23531  -0.46841  0.04208
H  -4.54003  -0.26450  -0.39888
H  -5.23107  0.35107  -2.79970
H  -7.02368  0.27183  -2.24799
C  -1.38469  9.26050  3.48710
O  -2.20635  8.14533  3.04295
P  -3.42883  7.45775  3.85478
O  -3.06605  6.74602  5.07851
O  -4.36406  8.68730  4.03279
C  -5.39868  8.60983  5.03966
O  -3.99633  6.50136  2.73781
C  -4.30966  6.95890  1.41657
H  -0.85715  9.67443  2.65323
H  -0.60621  8.88691  4.18363
H  -1.99174  10.04441  3.92318
H  -5.27384  7.77715  5.76528
H  -6.38280  8.47276  4.64052
H  -5.30350  9.58547  5.48263
H  -5.16119  7.64730  1.42834
H  -4.54568  6.08620  0.80372
H  -3.50865  7.47344  0.93954
C  -2.33564  -2.52540  -3.20666
O  -2.35678  -3.86656  -3.72221
P  -2.14734  -4.09524  -5.28617
O  -1.21542  -3.14594  -5.90156
O  -3.54895  -4.18777  -6.01670
C  -4.55635  -5.01248  -5.38986
O  -1.64014  -5.58932  -5.13448
C  -1.34452  -6.25764  -6.39965
H  -2.90306  -2.50928  -2.27594
H  -2.79497  -1.88535  -3.93209
H  -1.29496  -2.23794  -2.96448
H  -4.14609  -6.01031  -5.21732
H  -5.43325  -5.10501  -6.01357
H  -4.84747  -4.59675  -4.45686
H  -2.16816  -6.20970  -7.10726
H  -1.20662  -7.31039  -6.24830
H  -0.43076  -5.84937  -6.84328
C  2.77770  -5.35085  -0.38242
O  1.69747  -6.15981  -0.93442
P  1.52548  -6.19157  -2.50255
O  2.50193  -6.80803  -3.39519
O  1.36271  -4.64044  -2.76475
C  1.08208  -4.22523  -4.11381
O  0.13015  -6.90853  -2.53972
C  -0.99735  -6.23404  -1.95383
H  2.30453  -4.57441  0.18787
H  3.46036  -4.87397  -1.05257
H  3.31907  -6.04641  0.24011
H  1.94586  -3.63275  -4.43013
H  0.22389  -3.55666  -4.05021
H  0.69512  -5.07757  -4.68191
H  -1.55714  -6.97084  -1.43820
H  -1.59703  -5.64711  -2.69830
H  -0.67498  -5.49615  -1.22480
C  2.15976  -5.19920  3.48968
O  0.91396  -5.36244  2.62976
P  0.33798  -6.80913  2.32485
O  -0.80745  -6.71078  1.43318
O  1.57373  -7.61649  1.73264
C  1.56063  -8.54820  0.63866
O  0.17004  -7.53588  3.70733
C  -0.98578  -7.17858  4.50236
H  1.92843  -5.46915  4.53652
H  2.47987  -4.15875  3.35276
H  2.89064  -5.91495  3.13043
H  0.76201  -8.33077  -0.09582
H  1.60702  -9.51821  1.07155
H  2.51703  -8.30929  0.18257
H  -1.93642  -7.41145  4.01698
H  -0.97342  -6.04796  4.64903
H  -0.94756  -7.70736  5.45636
O  6.75190  0.54350  4.56357
P  5.58269  -0.35769  4.69909
N  5.18801  -0.52927  6.34222
C  4.49428  0.60794  6.92850
C  6.24985  -1.02877  7.15672
N  6.00970  -1.94389  4.20147
C  6.55147  -1.87926  2.87164
C  5.22884  -3.17362  4.42908
N  4.17669  0.16005  3.87146
C  4.19511  1.38255  3.10663
C  3.20073  -0.85317  3.50966
H  4.04484  0.30436  7.89748
H  3.75740  1.03902  6.20167
H  5.15474  1.39782  7.18566
H  7.20335  -1.19394  6.61433
H  6.05880  -1.99026  7.67033
H  6.52685  -0.25797  7.91157
H  7.38431  -1.19939  2.91911
H  6.92464  -2.87133  2.54858
H  5.81325  -1.48887  2.06181
H  5.90690  -4.03593  4.50104
H  4.61254  -2.94140  5.29769
H  4.53645  -3.25163  3.52996
H  3.93719  2.24490  3.69588
H  5.16091  1.44297  2.60031
H  3.51216  1.38829  2.28185
H  2.34776  -0.32147  3.22374
H  3.09223  -1.50026  4.36234
H  3.52783  -1.44658  2.65185
O  -2.44740  6.87807  -2.74462
P  -2.31386  5.50835  -3.33146
N  -2.66520  4.29604  -2.23344
C  -3.58258  4.65566  -1.09039
C  -2.86727  2.90136  -2.55277
N  -0.89895  4.83596  -4.03645
C  -0.16528  5.60598  -5.05166
C  0.10338  4.09312  -3.25633
N  -3.35851  5.29819  -4.59521
C  -4.44192  6.29770  -4.75088
C  -3.26708  4.38457  -5.71013
H  -4.61090  4.65314  -1.44240
H  -3.30451  5.62218  -0.74266
H  -3.61449  3.86637  -0.35269
H  -3.90656  2.68732  -2.83963
H  -2.43255  2.22801  -1.79994
H  -2.29190  2.68682  -3.48384
H  0.66541  6.18534  -4.67558
H  0.27024  4.92583  -5.77970
H  -0.91538  6.26129  -5.46681
H  0.57868  3.36781  -3.96638
H  0.91010  4.77946  -2.89278
H  -0.36597  3.60390  -2.37693
H  -5.35211  5.73038  -4.90132
H  -4.54823  6.96044  -3.89547
H  -4.23416  6.92495  -5.65652
H  -2.19986  4.21296  -5.89225
H  -3.73488  4.83188  -6.58078
H  -3.81345  3.39199  -5.53376
O  3.86191  -1.24283  -7.02307
P  4.33232  -0.22837  -6.04763
N  4.88293  -0.99670  -4.66163
C  5.24111  -0.31221  -3.34147
C  5.36756  -2.30947  -4.70678
N  3.15738  0.84090  -5.53083
C  2.07675  0.41706  -4.66488
C  2.74697  1.95809  -6.41719
N  5.49367  0.77894  -6.68932
C  5.56380  0.93127  -8.10444
C  6.15247  1.86131  -6.00330
H  4.88170  -0.97022  -2.51608
H  4.89540  0.72479  -3.34332
H  6.32115  -0.32253  -3.27135
H  5.55157  -2.60366  -5.72914
H  4.71306  -3.10812  -4.30019
H  6.28825  -2.30788  -4.05571
H  2.03648  -0.62520  -4.45132
H  2.10049  0.92201  -3.68701
H  1.12086  0.64248  -5.15553
H  1.92786  2.49514  -5.92203
H  3.62590  2.61197  -6.61315
H  2.48234  1.60562  -7.38906
H  5.44161  2.00090  -8.43380
H  6.55581  0.74091  -8.53199
H  4.90157  0.18908  -8.59546
H  7.18397  1.96367  -6.27762
H  6.08839  1.72766  -4.92599
H  5.67768  2.83275  -6.19589
O  -2.47206  -0.64839  -0.79866
P  -1.49971  -0.39034  0.26276
N  -0.25282  0.58627  -0.24741
C  0.84421  1.02263  0.66722
C  0.27882  0.34890  -1.57840
N  -1.04101  -1.86800  0.86513
C  -0.77197  -2.91941  -0.02654
C  -0.14698  -1.88661  1.97357
N  -1.93185  0.47597  1.65649
C  -3.07694  -0.07081  2.41989
C  -2.02857  1.87179  1.49187
H  0.49857  1.20526  1.68120
H  1.23779  1.92421  0.21971
H  1.64301  0.28274  0.62598
H  0.76024  1.27369  -1.81518
H  -0.51197  0.08363  -2.27444
H  1.01530  -0.47094  -1.66434
H  -0.46033  -3.83709  0.50194
H  -1.61255  -3.26248  -0.56644
H  0.07504  -2.71013  -0.76821
H  -0.31186  -2.75348  2.63826
H  0.91033  -1.78329  1.62761
H  -0.41801  -1.01031  2.54056
H  -2.81042  -0.78183  3.17879
H  -3.46472  0.74019  3.04076
H  -3.94851  -0.47585  1.92631
H  -1.67029  2.29115  0.53720
H  -1.47159  2.37762  2.31538
H  -3.06992  2.16350  1.59198

Cartesian forces (eV/Å) of the 6 atoms listed first:
Cl 0.5692 0.0450 0.3538
C 0.0591 -1.1644 -0.6692
C -0.7880 1.7950 0.4437
Cl -0.3842 -0.1255 0.3158
H -0.0677 0.4820 -0.2732
H -0.0573 0.2700 -0.0396

Properties
Kohn-Sham gap	8.6335	eV
charge	0
2S+1	1

Record 2
This record from the Open Molecules 2025 dataset describes C46H32CrN3O10S2 as an isolated structure in a non-equilibrium geometry. The level of theory is the ωB97M-V functional and the def2-TZVPD basis.

CARTESIAN COORDINATES (ANGSTROEM)
Cr  0.67952  0.46352  2.52709
O  3.23445  -2.66297  2.22307
C  2.60511  -1.62792  2.41095
O  1.42366  -1.34886  1.99607
C  3.22906  -0.49217  3.21666
C  4.35220  -0.57340  4.01775
C  4.71572  0.53981  4.77240
C  3.89927  1.66697  4.75237
C  2.78628  1.66924  3.93454
N  2.48705  0.61805  3.16640
C  1.68094  2.72836  3.90362
O  1.83572  3.79027  4.48564
O  0.65124  2.32397  3.25018
H  4.89980  -1.50525  4.05893
H  5.60045  0.51612  5.39523
H  4.08656  2.53326  5.37197
C  5.31873  2.27065  -5.20307
C  4.28136  2.05322  -4.13486
C  4.62710  1.43487  -2.93495
C  3.69052  1.26356  -1.93004
C  2.39336  1.70292  -2.12958
C  2.02861  2.33224  -3.30954
C  2.97654  2.50430  -4.30643
S  1.14248  1.50012  -0.83543
O  1.87646  1.28949  0.44029
C  0.68211  -0.16552  -1.38720
C  1.52885  -1.24034  -1.07248
C  1.17953  -2.50509  -1.43854
C  -0.04757  -2.75463  -2.09758
C  -0.47664  -4.06678  -2.39616
C  -1.70521  -4.29562  -2.95142
C  -2.55968  -3.21828  -3.24808
C  -2.16067  -1.93338  -3.00443
C  -0.89725  -1.66676  -2.42862
C  -0.49751  -0.34488  -2.07996
C  -1.37329  0.82063  -2.36440
C  -1.58615  1.26109  -3.70227
C  -0.93996  0.65488  -4.80746
C  -1.07731  1.16549  -6.06844
C  -1.88874  2.29302  -6.29755
C  -2.55744  2.87673  -5.25816
C  -2.41357  2.39202  -3.93739
C  -3.02934  3.03452  -2.83938
C  -2.76757  2.63036  -1.56205
C  -1.93905  1.52524  -1.32001
S  -1.58195  1.16900  0.45446
O  -2.40114  2.15390  1.17258
C  -2.48237  -0.40195  0.46192
C  -1.75804  -1.57346  0.61345
C  -2.42761  -2.78173  0.69114
C  -3.81786  -2.82587  0.65603
C  -4.53417  -4.14116  0.80558
C  -4.52503  -1.63625  0.51626
C  -3.86282  -0.42299  0.41554
H  5.97865  1.40809  -5.29318
H  5.93569  3.13552  -4.94891
H  4.85142  2.46221  -6.16798
H  5.64301  1.09050  -2.78094
H  3.94902  0.81088  -0.98043
H  1.01252  2.68434  -3.44574
H  2.70010  3.00294  -5.22800
H  2.43407  -1.05476  -0.51189
H  1.82262  -3.33770  -1.18243
H  0.17833  -4.89555  -2.15464
H  -2.02888  -5.30766  -3.15967
H  -3.53772  -3.41003  -3.67074
H  -2.81661  -1.10382  -3.23302
H  -0.32865  -0.22324  -4.64453
H  -0.55830  0.70433  -6.89903
H  -1.98137  2.69579  -7.29811
H  -3.19524  3.73668  -5.42565
H  -3.69356  3.86972  -3.02640
H  -3.19566  3.13386  -0.70344
H  -0.68062  -1.54750  0.71713
H  -1.86284  -3.69955  0.80689
H  -3.96415  -4.80861  1.45106
H  -4.65420  -4.62800  -0.16571
H  -5.52339  -4.00183  1.24073
H  -5.60866  -1.65774  0.50795
H  -4.40503  0.51186  0.33686
O  -3.02661  0.57500  6.97576
C  -1.84453  0.46474  7.54480
O  -1.66970  0.68456  8.72429
C  -0.71957  0.02955  6.67768
C  0.55592  -0.21535  7.13344
N  1.28694  -0.57750  6.06349
N  0.57451  -0.57001  4.93554
C  -0.64618  -0.19802  5.27712
C  -1.67434  -0.04827  4.18584
O  -2.87234  -0.06275  4.50169
O  -1.21596  0.05672  3.01116
H  -3.02032  0.30159  6.00306
H  0.95949  -0.16327  8.12959
H  2.25735  -0.84028  6.03173

Cartesian forces (eV/Å) of the 6 atoms listed first:
Cr -0.9438 -0.0500 -0.3223
O 0.0660 0.1076 0.0743
C -0.1199 -0.1596 -0.2326
O 0.1064 -0.3382 -0.1069
C -0.3337 0.0585 -0.1211
C 0.1665 -0.0454 0.0095

Properties
Kohn-Sham gap (alpha / beta)	6.5276 / 8.1797	eV
charge	-1
2S+1	5

E_tot in eV, matching the order above: -308158.8594; -123265.5153
Energy relative to the best compared isomer or geometry (same formula, charge and spin) in kJ/mol, matching the order above: 0.0; 72.6